[1]
C42H72O21 as an isolated structure in a non-equilibrium geometry, computed with wB97M-V/def2-TZVPD.

ORCA input file:
```
! wB97M-V def2-TZVPD RIJCOSX def2/J DEFGRID3
* xyz 0 1
O -2.678 -0.121 -2.262
O 1.369 -0.244 -0.336
O -2.101 -2.020 -3.234
O 0.309 1.071 1.193
O -0.770 -0.140 -0.479
O 1.850 -0.967 -2.876
O 1.799 -3.732 -0.871
O -1.514 6.616 2.453
O -4.342 -1.565 -2.893
O -3.303 0.494 2.832
O -4.237 -3.411 0.744
O -3.287 2.331 -0.185
O 5.130 -2.184 1.344
O 2.200 -2.013 0.463
O -0.990 0.752 -4.949
O 4.706 0.989 2.189
O -1.727 2.006 -3.199
O 3.068 2.164 1.133
O -1.214 1.222 3.014
O 3.977 -0.394 -2.870
O -0.464 4.719 2.798
C -3.564 0.904 -1.858
C -3.663 1.364 0.821
C 6.470 -2.403 0.808
C 1.971 2.994 1.460
C 1.477 -2.496 -0.376
C 2.934 2.053 3.507
C -3.155 -1.310 -2.718
C -1.460 -1.120 3.318
C 2.972 -1.130 -2.440
C -1.992 0.477 -0.223
C -4.029 -2.639 -0.418
C -4.742 2.096 1.609
C 5.635 -0.116 0.646
C -3.509 -1.326 0.043
C 4.768 -0.851 1.633
C 0.078 -0.982 -3.902
C -2.225 4.584 1.264
C 0.010 0.713 3.403
C -4.203 3.417 -0.258
C 2.582 0.100 0.202
C 3.501 -2.048 -1.365
C -3.166 -3.105 1.668
C 1.886 3.006 2.959
C -2.833 -1.657 1.435
C -0.358 -3.161 -1.742
C -5.429 2.921 0.524
C -2.133 0.222 3.057
C 0.016 -0.765 2.997
C -0.382 3.361 2.332
C 0.227 -1.919 -1.028
C 5.216 -0.646 -2.275
C -1.426 5.458 2.203
C -1.622 3.190 1.475
C 6.928 -0.941 0.633
C 3.704 1.698 2.216
C -1.109 1.071 -3.644
C 5.015 -2.008 -1.637
C -2.234 -3.207 -3.964
C -0.049 -0.226 -5.231
C 0.847 -4.119 -1.881
C 0.291 0.290 0.234
C -0.276 0.055 -2.854
H -2.057 4.934 0.246
H 0.067 -0.827 1.910
H 0.904 2.698 3.320
H -3.402 -3.273 -1.046
H -2.427 0.656 -1.206
H 2.670 1.185 0.261
H -4.233 0.637 -1.041
H 6.398 -2.982 -0.112
H 0.840 1.255 2.949
H -2.964 1.747 -1.515
H 5.302 -2.748 -2.385
H -6.092 3.689 0.922
H 2.877 -0.277 1.181
H 1.076 -1.410 -3.812
H 2.026 3.954 3.478
H -3.151 -0.927 2.181
H 3.110 -3.062 -1.457
H -2.918 -0.948 -0.792
H 5.944 -0.660 -3.086
H 7.469 -0.631 1.527
H 4.971 -0.520 2.651
H 0.633 -1.165 -1.703
H 5.658 0.944 0.897
H 3.612 2.470 4.252
H -0.524 -1.669 -0.279
H -4.981 -2.511 -0.933
H -1.528 -1.465 4.350
H -0.464 -0.850 -6.023
H -1.934 -1.843 2.655
H -2.871 1.030 1.491
H 1.098 2.400 1.189
H 5.601 -2.189 -0.736
H 5.181 -0.174 -0.343
H -1.312 -3.271 -4.543
H -4.377 2.778 2.377
H 7.601 -0.779 -0.209
H -1.476 2.584 0.581
H -3.470 -3.292 2.698
H 0.621 0.539 -2.468
H -1.085 -3.573 -1.042
H 0.915 0.193 -5.519
H 5.559 0.095 -1.552
H -4.314 -0.616 0.231
H -3.883 4.325 0.255
H -5.334 1.398 2.201
H -4.423 3.585 -1.312
H 1.248 -4.063 -2.892
H 3.739 -0.540 1.451
H -1.861 1.478 0.188
H 0.164 0.682 4.481
H -2.794 -0.130 0.198
H 0.532 -5.161 -1.820
H 0.528 3.285 1.737
H 1.930 3.995 1.030
H -4.234 0.634 0.248
H -0.815 -2.785 -2.657
H 7.003 -2.972 1.570
H -2.318 -4.036 -3.262
H -1.757 -1.525 1.327
H 3.309 -1.696 -0.351
H 2.486 1.170 3.963
H 3.291 -0.245 -0.551
H -0.379 2.622 3.133
H -0.601 -1.835 -3.933
H -0.903 -0.356 -2.063
H -3.042 -3.109 -4.688
H 0.870 -1.249 3.471
H -2.340 -3.781 1.450
H -4.154 1.217 -2.720
H -3.278 4.704 1.519
H -5.913 2.260 -0.196
H -2.375 2.635 2.035
*
```

Kohn-Sham gap (eV): 8.867
HOMO (eV): -8.55
Molecular weight (g/mol): 913.02

Löwdin atomic charge list, values in e, 2 entries: atom 1 (O): -0.1375, atom 2 (O): -0.0303



[2]
A 9-piece molecular cluster, C9H35NO9 overall in a non-equilibrium geometry, computed with wB97M-V/def2-TZVPD.

ORCA input file:
```
! wB97M-V def2-TZVPD RIJCOSX def2/J DEFGRID3
* xyz 1 2
O -0.150 -1.594 -1.237
O 1.207 -2.736 4.213
O -1.540 -3.495 -2.706
O 2.150 1.123 0.389
O 2.242 -1.500 1.923
O -3.425 -3.024 3.180
O -2.288 -4.413 0.119
O -1.312 -2.246 1.473
O -1.768 -1.135 5.048
N 1.117 1.345 -0.450
C 2.373 0.159 -2.251
C 1.478 1.367 -1.888
C -0.383 1.860 1.488
C -1.264 1.957 -0.919
C 2.152 2.736 -2.334
C -1.012 2.103 -2.340
C 0.214 1.288 -2.762
C -0.007 2.218 0.020
C 0.304 3.716 0.063
H 2.547 -2.133 1.273
H 0.347 4.230 -0.897
H -0.450 4.328 0.558
H -2.107 2.619 -0.720
H 3.289 0.262 -1.670
H 1.915 -0.813 -2.066
H 0.350 -2.828 3.798
H -2.064 -3.526 0.400
H -0.903 2.662 2.012
H -1.519 0.909 -0.764
H -0.753 3.143 -2.537
H 2.890 3.038 -1.590
H 2.785 0.213 -3.258
H 2.607 2.701 -3.324
H 0.558 1.921 2.033
H -1.819 1.924 -3.051
H -0.140 0.262 -2.861
H -2.806 -2.643 2.557
H 0.485 -2.263 -1.493
H -4.214 -3.188 2.664
H 1.214 3.839 0.650
H 1.389 3.506 -2.444
H -2.155 -1.550 4.277
H -2.239 -1.517 5.788
H -0.654 -1.853 2.046
H -1.082 -1.937 0.597
H -1.539 -2.936 -1.929
H -0.972 0.954 1.636
H 2.718 1.890 0.285
H 1.809 -0.818 1.410
H -1.482 -4.753 -0.270
H 0.469 1.630 -3.765
H 1.754 -2.322 3.545
H -0.672 -3.897 -2.713
H 0.357 -0.782 -1.203
*
```

Kohn-Sham gap (alpha / beta) (eV): 9.310 / 4.514
HOMO (alpha / beta) (eV): -12.73 / -12.73
Molecular weight (g/mol): 301.38
Energy relative to the best compared isomer or geometry (same formula, charge and spin) (kJ/mol): 156.7

Löwdin atomic charge list, values in e, 2 entries: atom 1 (O): -0.0315, atom 2 (O): -0.0451



[3]
A 2-piece molecular cluster, C26H60O4PSSi overall in a non-equilibrium geometry, computed with wB97M-V/def2-TZVPD.

ORCA input file:
```
! wB97M-V def2-TZVPD RIJCOSX def2/J DEFGRID3
* xyz 1 1
S -0.333 3.777 -2.941
P -1.864 -1.858 2.217
Si 2.251 0.362 -3.451
O 2.562 1.832 -2.623
O -1.201 4.925 -2.552
O 1.116 4.097 -2.189
O -0.051 3.980 -4.556
C -0.080 -1.738 2.261
C 1.278 3.279 -1.041
C 2.699 0.689 -5.282
C -2.580 -3.456 2.584
C 0.388 -0.094 -3.472
C 2.318 4.509 -4.969
C 0.737 -2.574 1.264
C -2.400 -0.246 4.591
C -2.578 -4.190 3.934
C 3.678 5.483 -2.982
C -1.843 -0.452 -0.330
C -3.149 -1.177 5.545
C 1.922 -4.288 2.725
C 0.871 5.085 -4.832
C 4.778 4.905 -5.147
C 0.903 -4.053 1.614
C -2.450 0.926 -0.050
C 1.955 1.883 -1.350
C 3.446 5.480 -4.538
C 3.308 -1.056 -2.733
C -4.610 -1.428 5.197
C -0.611 -5.600 4.745
C -2.587 -0.478 3.088
C -3.973 0.969 -0.011
C -1.273 -4.225 4.741
C -2.351 -1.647 0.484
H -4.745 -1.776 4.170
H -0.569 -3.469 4.393
H -5.205 -0.522 5.332
H -4.310 1.961 0.291
H 4.845 5.119 -6.224
H 3.668 1.211 -5.357
H -3.645 -0.409 2.825
H 2.729 1.722 -0.571
H 3.998 -0.739 -1.935
H 2.347 3.529 -4.470
H -0.460 -5.980 3.733
H -2.609 -2.122 5.601
H 0.295 -1.876 3.278
H 3.884 -1.530 -3.545
H 1.243 -4.586 0.724
H 3.835 4.435 -2.662
H -0.188 0.798 -3.785
H 2.916 -3.968 2.410
H 2.732 -0.258 -5.849
H -1.996 -2.550 -0.024
H 3.277 6.533 -4.819
H -2.121 0.399 2.630
H 0.357 -5.555 5.244
H 0.103 -0.405 -2.446
H -2.731 0.775 4.801
H 4.750 3.816 -4.942
H -3.638 -3.346 2.310
H -3.441 -1.714 0.431
H 1.956 3.827 -0.363
H 2.613 -1.826 -2.340
H -1.228 -6.319 5.286
H 0.578 5.462 -5.829
H 1.667 -3.744 3.638
H 0.771 5.907 -4.107
H 0.195 -0.940 -4.158
H 4.596 6.054 -2.757
H -5.020 -2.199 5.850
H 0.334 3.134 -0.484
H -3.369 -3.768 4.556
H 1.975 -5.348 2.972
H -1.333 -0.273 4.833
H -2.189 -4.147 1.830
H 5.652 5.289 -4.595
H -4.392 0.760 -0.997
H 0.282 -2.501 0.272
H -3.090 -0.760 6.552
H 1.176 1.111 -1.180
H 0.134 -0.685 2.035
H -2.046 1.341 0.876
H 2.824 5.922 -2.438
H 1.875 1.282 -5.727
H -0.756 -0.376 -0.235
H 1.730 -2.127 1.173
H -4.397 0.258 0.699
H -2.913 -5.213 3.746
H -1.491 -3.977 5.782
H -0.054 -4.498 1.888
H -2.039 -0.679 -1.382
H 2.475 4.307 -6.050
H -2.109 1.610 -0.833
*
```

Kohn-Sham gap (eV): 9.557
HOMO (eV): -11.78
Molecular weight (g/mol): 527.89
Energy relative to the best compared isomer or geometry (same formula, charge and spin) (kJ/mol): 73.5

Löwdin atomic charge list, values in e, 2 entries: atom 1 (S): 0.9539, atom 2 (P): 1.0088



> Which value of molecular weight does entry 1 give?

913.02 g/mol



> Which value of molecular weight does entry 1 give?

913.02 g/mol